# 1
Entry from OMol25: a structure of composition C28H66BClInN6O7 at a distorted geometry (the ωB97M-V functional and the def2-TZVPD basis).

Last column: Löwdin charge in e.
Cartesian coordinates (Å):
1 In 1.9925 -4.2225 -0.7338  0.34
2 Cl 0.1158 -5.7818 -1.3040  -0.27
3 O -2.9302 3.4681 -2.2089  0.01
4 O 4.0843 0.4745 4.7386  0.01
5 O 5.2696 -4.9993 2.6460  0.02
6 O -3.2206 0.4752 0.9994  -0.23
7 O -7.6454 7.0541 -2.6054  0.01
8 O 2.3184 -0.5333 -5.5472  0.02
9 O 3.3983 -2.6316 -3.1474  -0.01
10 N 0.5523 -0.8845 -6.9156  -0.20
11 N -9.5792 6.0307 -3.2087  -0.20
12 N 5.1741 -1.2541 5.7052  -0.19
13 N -4.7707 3.7721 -0.9154  -0.19
14 N 4.2644 -6.6349 3.8311  -0.20
15 N 1.2666 -1.5536 -2.6351  0.11
16 C 3.9538 -0.4003 1.4259  -0.22
17 C 3.4887 0.4921 0.2653  -0.21
18 C 3.5529 -1.8673 1.2020  -0.22
19 C -5.2307 4.8940 -1.7125  -0.05
20 C -0.7872 0.5258 1.0342  -0.17
21 C -8.2348 6.1426 -3.1518  -0.36
22 C -10.2317 4.9224 -3.8704  -0.06
23 C 2.9647 -6.2379 3.3043  -0.03
24 C 2.9301 2.9599 -0.3236  -0.21
25 C -10.3825 7.0640 -2.5804  -0.05
26 C -4.2479 -0.4927 0.9131  -0.11
27 C 0.0510 -1.2950 -8.2047  -0.07
28 C -2.0596 0.0458 1.7110  -0.22
29 C 0.7070 2.6093 0.9396  -0.20
30 C 5.9955 -1.4349 4.5171  -0.03
31 C 2.1273 -2.1223 1.7014  -0.31
32 C 3.7284 1.9792 0.5505  -0.22
33 C 4.3654 -7.7514 4.7371  -0.08
34 C -0.7223 2.0455 0.7935  -0.19
35 C -3.6217 3.1464 -1.2596  -0.34
36 C 1.4375 -3.4259 1.2763  -0.31
37 C 5.3541 -2.1249 6.8415  -0.07
38 C 4.2630 -0.2577 5.6905  -0.35
39 C 1.8720 -0.8608 -6.6257  -0.34
40 C 5.3421 -5.9283 3.4204  -0.36
41 C 1.4234 2.6848 -0.4140  -0.22
42 C -0.3802 -0.5007 -5.8667  -0.04
43 C -5.5428 3.3397 0.2277  -0.06
44 B 2.2344 -2.6084 -2.3520  -0.70
45 H 4.0152 0.1954 -0.6518  0.12
46 H 2.2021 -6.8996 3.7111  0.09
47 H -0.6892 -0.0079 0.0809  0.12
48 H 3.3497 3.0094 -1.3357  0.11
49 H -5.2146 0.0224 0.9364  0.07
50 H 3.6163 -2.0754 0.1235  0.07
51 H -9.4779 4.2517 -4.2792  0.08
52 H -7.7096 5.3134 -3.6555  0.13
53 H -0.1969 0.5270 -5.5482  0.09
54 H -0.5964 -2.1704 -8.1123  0.09
55 H 6.6828 -2.2615 4.6837  0.09
56 H 1.5727 -4.2181 2.0213  -0.01
57 H -4.1710 -1.0633 -0.0208  0.09
58 H 3.5071 2.1684 1.6072  0.10
59 H -10.8635 5.2737 -4.6892  0.09
60 H -5.0379 2.4970 0.6994  0.07
61 H 3.9978 -8.6694 4.2716  0.09
62 H -11.4351 6.8246 -2.7158  0.08
63 H 2.1633 -2.0464 2.8033  0.10
64 H -5.6377 4.1431 0.9628  0.09
65 H 2.5110 -1.1937 -7.4623  0.13
66 H 2.9565 -6.2914 2.2149  0.09
67 H -0.5195 -0.4917 -8.6785  0.08
68 H -4.4911 5.6948 -1.7134  0.10
69 H -10.1601 7.1288 -1.5148  0.09
70 H -5.3841 4.5840 -2.7479  0.09
71 H 0.0404 0.2088 1.6785  0.10
72 H 3.0604 3.9630 0.1099  0.10
73 H -3.3679 2.3112 -0.5878  0.11
74 H -6.5472 3.0265 -0.0716  0.09
75 H 6.2952 -6.2956 3.8451  0.13
76 H 5.1621 -3.1652 6.5685  0.09
77 H 4.6575 -1.8406 7.6293  0.08
78 H 1.6426 -0.8741 -3.3005  0.04
79 H 5.0369 -0.2919 1.5625  0.11
80 H -10.8520 4.3596 -3.1695  0.09
81 H -2.1075 0.4483 2.7353  0.13
82 H 0.3554 -3.2312 1.2495  0.02
83 H 0.9623 3.4867 -1.0053  0.11
84 H -1.3959 -0.5810 -6.2501  0.08
85 H 0.6738 3.6096 1.3888  0.11
86 H 6.5621 -0.5261 4.3092  0.09
87 H 3.4257 -5.2631 -0.5847  -0.09
88 H -1.4188 2.5708 1.4579  0.11
89 H 2.7395 -5.2073 3.5795  0.08
90 H 3.8534 -1.7803 -3.0858  0.07
91 H 1.2273 1.7567 -0.9672  0.10
92 H 4.2572 -2.5578 1.6830  0.10
93 H 1.2833 1.9550 1.6025  0.10
94 H -10.1720 8.0374 -3.0245  0.09
95 H -6.1638 5.2721 -1.3034  0.07
96 H -0.2653 -1.1461 -4.9947  0.08
97 H 1.0307 -1.0653 -1.7743  0.03
98 H -4.2176 -1.1922 1.7568  0.08
99 H 3.6907 -0.1716 6.6317  0.13
100 H -2.0344 -1.0496 1.7693  0.12
101 H 2.4214 0.3007 0.1003  0.09
102 H 6.3715 -2.0523 7.2347  0.08
103 H 3.7875 -7.5733 5.6483  0.08
104 H 5.4092 -7.8999 5.0136  0.08
105 H 5.3749 -1.6549 3.6480  0.08
106 H 0.8877 -1.5534 -8.8525  0.08
107 H -1.0463 2.2426 -0.2354  0.09
108 H 4.7973 2.1918 0.4147  0.11
109 H 3.4519 -0.0518 2.3381  0.09
110 H 1.5012 -1.2828 1.3727  0.07

Forces on the atoms, in the same order (eV/Å):
0.288 0.086 0.096
-0.074 -0.011 0.060
-0.093 0.042 0.014
-0.056 0.154 0.191
0.312 0.202 0.156
-0.058 -0.049 0.004
-0.085 -0.027 -0.006
0.182 0.210 -0.008
0.056 -0.019 0.597
0.074 0.048 -0.033
0.001 -0.011 -0.010
0.002 0.081 0.023
-0.049 -0.044 0.044
0.068 0.052 0.041
1.178 0.412 0.468
-0.314 -0.092 -0.227
0.167 0.028 0.245
0.133 0.037 -0.135
0.095 -0.096 0.029
-0.223 0.055 -0.095
0.044 0.023 -0.012
0.000 0.051 0.031
0.017 -0.042 -0.025
-0.087 0.124 0.209
0.032 -0.006 -0.003
-0.032 0.008 0.020
-0.005 -0.001 0.066
0.178 -0.005 0.001
-0.062 -0.089 -0.219
-0.035 -0.050 -0.023
0.041 -0.108 0.193
-0.028 -0.107 -0.195
-0.018 0.037 -0.049
0.213 -0.064 -0.121
0.112 -0.039 -0.016
-0.309 0.017 -0.096
0.000 0.005 -0.070
0.060 -0.107 -0.137
-0.194 -0.185 0.062
-0.289 -0.160 -0.134
0.005 0.069 -0.046
-0.008 -0.018 0.058
0.026 0.035 -0.030
-0.287 -0.158 -0.442
-0.153 0.027 0.016
0.003 0.003 -0.009
0.111 0.012 0.137
-0.050 -0.109 0.081
0.109 -0.043 -0.061
-0.010 -0.086 0.150
-0.004 -0.002 0.000
-0.009 0.001 0.007
-0.013 -0.016 -0.008
0.006 -0.008 -0.015
-0.022 -0.018 -0.006
0.077 0.110 -0.108
0.010 0.008 0.115
0.016 0.006 -0.082
0.002 -0.018 -0.010
0.008 0.012 0.009
0.009 -0.010 0.012
0.005 0.000 0.000
-0.054 0.117 -0.110
-0.010 -0.010 0.012
-0.011 0.049 -0.013
-0.008 0.020 -0.006
0.007 -0.006 -0.015
-0.024 0.024 -0.023
-0.009 0.006 0.000
-0.004 0.042 -0.014
-0.066 0.020 -0.096
0.024 -0.076 -0.128
0.006 0.000 -0.025
-0.003 -0.011 0.015
-0.008 0.021 0.022
-0.005 -0.010 0.015
-0.002 -0.001 0.004
-0.202 -0.040 -0.043
-0.100 0.047 0.048
0.002 -0.017 -0.011
-0.048 -0.074 -0.096
0.077 -0.159 0.015
0.000 -0.141 0.012
0.019 -0.008 -0.003
0.111 -0.126 0.001
-0.008 -0.004 -0.018
-0.147 -0.069 0.005
0.083 -0.112 0.015
0.002 -0.016 0.017
-0.266 -0.013 -0.527
0.117 0.089 0.051
-0.137 0.033 -0.024
-0.087 0.182 0.116
-0.009 0.003 0.006
0.014 0.018 0.006
-0.005 0.005 0.002
-0.573 -0.219 -0.162
-0.014 0.076 -0.074
-0.001 -0.025 -0.014
-0.044 0.120 0.023
0.106 0.019 -0.030
-0.006 -0.007 0.018
0.011 -0.015 0.009
0.000 -0.006 0.004
0.023 -0.022 0.016
0.001 -0.002 -0.005
-0.168 0.120 0.205
-0.110 0.010 0.136
0.329 0.045 0.002
0.119 -0.036 -0.038

Properties
- Net charge: -1
- E: -2636.9597 Ha
- HOMO energy: -3.9 eV



# 2
Entry from OMol25: a structure of composition C28H66CaI2N4O10P2S2 at a distorted geometry (the ωB97M-V functional and the def2-TZVPD basis).

Last column: Löwdin charge in e.
Cartesian coordinates (Å):
1 I -1.4831 -2.7690 -5.2079  0.72
2 I -4.5690 -0.3822 -5.8279  0.70
3 Ca -0.3945 -1.5183 -1.6263  1.36
4 S -2.4979 -4.2502 -0.4827  1.00
5 S -3.2340 2.6564 2.0673  0.98
6 P 2.9840 -1.1107 -2.5706  0.49
7 P 2.5923 -1.5114 0.4698  0.62
8 O 3.0804 -0.9276 1.9166  -0.24
9 O 1.6607 -1.8202 -2.7540  -0.41
10 O 3.5727 -2.8129 0.4962  -0.20
11 O -0.7909 0.5240 -3.0370  -0.38
12 O -1.7703 -3.0965 -1.2462  -0.77
13 O -1.6772 0.6526 -2.0210  -0.38
14 O 1.0716 -1.6727 0.3224  -0.41
15 O 0.6069 4.1774 0.1295  0.05
16 O 4.2215 -1.9771 -2.8413  -0.19
17 O 3.3045 0.1072 -3.5433  -0.21
18 N -1.1596 5.3880 -0.7517  -0.20
19 N -5.6945 2.4218 3.3699  -0.16
20 N -0.4273 5.7910 1.4434  -0.16
21 N -3.7853 1.8770 4.5772  -0.19
22 C 2.6308 1.7389 -5.1052  -0.03
23 C -6.3699 3.1541 4.5113  0.02
24 C 2.8100 -5.1458 0.9455  -0.05
25 C 4.7098 -2.4006 -4.2032  -0.39
26 C 3.2660 -0.3799 -0.8621  -0.18
27 C 3.2465 -3.8463 1.5720  -0.42
28 C -1.3046 -5.6156 -0.3346  -0.38
29 C -4.3191 2.2804 3.3648  -0.67
30 C -0.2542 5.0365 0.2640  -0.48
31 C -4.9519 -5.4973 -1.2311  -0.10
32 C -6.2927 2.7729 2.0599  -0.07
33 C 3.9855 0.8415 3.1171  -0.01
34 C 1.8944 -0.4382 3.7761  -0.05
35 C 4.6812 -3.9273 -4.2278  -0.03
36 C -3.3661 -1.7891 -4.6800  -1.13
37 C 6.0074 -1.7419 -4.3245  -0.05
38 C -1.4459 4.3208 -1.7118  -0.06
39 C -4.3638 0.6511 5.1523  -0.01
40 C 2.6160 1.4323 -3.6265  -0.39
41 C 3.4007 2.4189 -2.7933  -0.03
42 C 2.6845 0.1877 2.7235  -0.48
43 C -3.7081 -4.7297 -1.6361  -0.43
44 C -2.0725 -6.8741 0.0120  -0.14
45 C 4.4953 -3.8079 2.4391  -0.03
46 C 0.2967 5.4040 2.6030  -0.07
47 C -2.4477 2.3135 5.0853  -0.03
48 C -1.0576 6.6551 -1.4294  -0.08
49 C -1.4856 6.7462 1.5990  -0.09
50 H 0.3327 6.2807 3.3124  0.11
51 H -1.6434 1.8078 4.5929  0.07
52 H -4.9807 -6.4362 -1.8511  0.11
53 H 1.3126 5.0260 2.4475  0.09
54 H -4.0469 -2.6520 -4.6431  -0.07
55 H 1.6249 0.3165 4.4630  0.07
56 H 3.6713 1.9897 -5.3583  0.09
57 H -3.2233 -1.3449 -3.7227  -0.09
58 H 5.4397 -4.0990 1.9488  0.10
59 H -2.8580 -6.7718 0.7881  0.09
60 H 5.3448 -4.3674 -4.9523  0.08
61 H -5.3455 0.8877 5.4621  0.06
62 H 4.3406 1.4410 2.2578  0.10
63 H -7.4573 2.9999 4.4508  0.11
64 H -0.2722 4.6156 3.0333  0.06
65 H 2.0591 2.6283 -5.3968  0.10
66 H -5.9887 2.7705 5.4354  0.07
67 H -4.4185 -0.1541 4.3648  0.12
68 H -1.3073 -7.5279 0.4759  0.09
69 H 2.0802 0.8323 2.0098  0.16
70 H -1.6446 6.8881 2.6699  0.08
71 H 3.6674 -4.3537 -4.3563  0.09
72 H -3.1567 -5.2471 -2.4101  0.09
73 H 3.7329 -5.6005 0.5607  0.09
74 H 4.3427 -0.2709 -0.6609  0.10
75 H 4.6145 -2.7794 2.8125  0.07
76 H -4.9533 -5.7869 -0.2212  0.05
77 H -0.5538 3.7096 -2.0074  0.09
78 H 6.4574 -1.7713 -5.3226  0.10
79 H -0.6719 -5.2966 0.4543  0.06
80 H -2.3918 3.3848 4.8799  0.09
81 H 3.8705 1.4974 3.9477  0.08
82 H -3.9599 -3.7493 -2.1599  0.11
83 H -3.7482 0.2394 5.9570  0.11
84 H 6.7481 -2.1977 -3.6276  0.11
85 H 2.4025 0.8353 -5.6823  0.09
86 H -1.1602 7.7729 1.2785  0.10
87 H -2.3943 2.1961 6.1614  0.10
88 H -0.7273 7.4751 -0.7910  0.08
89 H 3.5793 2.0265 -1.8212  0.03
90 H 3.9787 -1.9617 -4.9316  0.15
91 H -2.0501 6.8567 -1.8093  0.09
92 H 4.6565 -0.0097 3.3177  0.10
93 H -2.2197 3.5980 -1.2595  0.09
94 H -1.9820 4.7890 -2.5499  0.09
95 H -0.5683 -5.6921 -1.1962  0.13
96 H 2.3455 -3.5215 2.1323  0.13
97 H 2.8689 0.6084 -0.8195  0.04
98 H 2.7955 3.3705 -2.5910  0.12
99 H 1.6415 1.1424 -3.2894  0.11
100 H -0.3251 6.5803 -2.2778  0.11
101 H 2.5237 -1.1493 4.3216  0.11
102 H -2.4421 6.6019 1.0603  0.10
103 H 2.3476 -5.8684 1.7340  0.12
104 H -5.7986 -4.8460 -1.4686  0.09
105 H -5.7874 2.1362 1.2900  0.09
106 H -7.4010 2.5910 2.0786  0.12
107 H -6.1506 3.7768 1.7629  0.08
108 H 0.9465 -0.8418 3.4161  0.09
109 H 4.3808 2.6628 -3.2469  0.10
110 H 5.9803 -0.7237 -4.0424  0.07
111 H -6.1473 4.2090 4.3176  0.11
112 H 2.0195 -4.9692 0.1762  0.08
113 H 4.1984 -4.3839 3.3240  0.09
114 H 5.0447 -4.2921 -3.2562  0.09
115 H -2.4690 -7.3843 -0.9140  0.10

Forces on the atoms, in the same order (eV/Å):
-0.652 0.844 0.009
1.013 -0.501 0.177
0.537 1.797 -0.895
1.451 1.792 0.500
-0.828 -0.320 0.741
-0.255 1.305 -0.505
0.409 0.378 1.295
0.062 -1.529 -2.747
0.813 1.037 0.721
-2.469 0.724 -0.448
-0.550 -0.510 1.298
-0.934 -1.713 0.975
1.058 -0.882 -0.507
2.085 0.065 0.008
-0.585 -0.093 0.655
0.493 -1.163 0.173
-0.007 -0.287 0.407
0.037 -1.074 0.227
1.444 0.755 -1.324
0.191 -1.043 -2.929
0.790 -0.102 -0.901
0.903 0.221 -0.324
0.253 -0.463 -1.272
-0.096 -1.122 0.509
-2.194 -0.053 -0.290
0.256 -2.727 0.237
-0.266 1.217 -0.059
-0.193 0.358 -1.577
-1.153 0.716 2.185
0.113 1.383 0.434
0.035 -0.372 -1.876
-0.543 -2.278 -0.333
0.015 -0.425 -1.104
-0.654 -0.105 1.139
-0.435 -0.088 0.987
-0.855 -1.021 -0.773
2.602 -0.740 0.070
-1.045 -1.399 0.647
0.578 -1.000 -1.168
0.487 -1.083 -0.516
-0.902 1.582 -0.120
-0.590 0.766 -2.746
-0.151 0.730 -2.351
0.497 -1.382 -0.261
-0.926 0.235 0.654
0.649 1.162 1.215
-1.121 0.803 -0.770
0.868 0.382 -0.527
-0.098 2.100 0.149
0.115 -1.022 -0.646
0.537 -0.400 -0.135
-0.303 0.968 0.668
-0.295 0.316 -0.433
0.373 0.455 0.235
-0.381 0.933 1.159
-0.136 -0.096 -0.029
0.182 0.327 0.534
-0.669 -0.280 0.201
0.342 0.261 -0.604
0.184 0.140 -0.573
-1.005 -0.266 0.699
0.141 -0.419 0.477
0.499 -0.128 -0.065
-0.313 -0.923 1.112
-0.251 -0.472 0.193
0.096 0.252 0.511
-0.014 0.802 0.706
-0.592 -0.074 -0.370
0.381 -0.230 1.235
-0.402 -0.268 -0.063
0.479 0.453 -0.052
0.156 -0.296 -0.333
-0.637 -0.330 -0.425
-0.210 -0.246 -0.328
0.006 -0.296 -0.272
-0.174 -0.251 1.387
-0.769 0.746 0.023
-0.325 -0.274 0.041
0.367 0.381 1.132
0.258 -0.100 -0.017
0.020 0.395 0.794
0.283 -1.009 0.984
-0.138 0.504 -0.063
-0.446 0.062 -0.444
-0.442 0.445 0.075
-0.133 -0.729 0.122
-0.221 -0.287 0.032
-0.107 -0.176 0.040
0.303 -0.262 0.775
0.587 -0.465 0.527
-0.077 0.493 -0.305
0.122 0.704 0.178
1.241 0.797 -0.577
0.527 -0.366 0.039
-1.431 0.016 0.464
0.713 0.521 -0.064
-0.863 0.508 0.226
0.850 -1.197 -0.618
-0.925 0.826 0.397
-0.599 0.186 0.529
-0.352 -0.180 -0.173
0.668 -0.638 0.318
0.951 1.373 -1.178
-0.110 -0.553 0.270
-0.791 0.404 0.513
1.175 -0.090 0.008
0.334 1.379 0.049
0.327 -0.424 -0.121
-0.638 -0.081 0.103
-0.400 1.182 0.196
-0.102 -0.086 0.535
0.857 -0.161 0.405
0.807 -0.339 -0.073
-0.046 0.169 -0.155
0.281 0.539 1.139

Properties
- Net charge: +2
- E: -4829.5150 Ha
- HOMO energy (alpha / beta): -11.3 / -11.9 eV
- Relative energy (zero: lowest compared OMol25 entry of this formula, charge and spin): 102.38 kcal per mole